{
  "formula": "C17H24BN10RuS2",
  "method": "ωB97M-V with the def2-TZVPD basis set",
  "largest_force_ev_per_a": 0.9,
  "homo_lumo_gap_ev": [8.552, 7.170],
  "molar_mass_g_mol": 544.5,
  "s2": 6.02,
  "charge": 1,
  "e_homo_ev": [-11.46, -11.68],
  "spin_multiplicity": 5,
  "energy_ha": -2125.77854,
  "symbols": ["Ru", "C", "C", "N", "N", "C", "B", "N", "C", "C", "C", "N", "N", "C", "C", "C", "N", "N", "C", "C", "C", "N", "H", "H", "H", "H", "H", "H", "H", "H", "H", "H", "H", "H", "C", "C", "N", "C", "S", "N", "C", "C", "H", "H", "H", "H", "H", "H", "H", "H", "H", "H", "H", "H", "S"],
  "coordinates": [[0.2537, -0.6484, 0.2375], [-0.4120, 3.5019, -0.7741], [-0.2284, 2.5106, 0.1837], [-0.1361, 1.3211, -0.4085], [-0.2420, 1.5154, -1.7415], [-0.4145, 2.8256, -1.9793], [-0.1620, 0.3220, -2.7579], [-1.2940, -0.6760, -2.3908], [-2.3755, -1.1336, -3.0439], [-3.1118, -1.9211, -2.1815], [-2.4031, -1.9019, -0.9860], [-1.3134, -1.1506, -1.1162], [1.2144, -0.4058, -2.5599], [2.0194, -0.9199, -3.5020], [3.1617, -1.4022, -2.8941], [2.9698, -1.1437, -1.5398], [1.8027, -0.5372, -1.3448], [-0.2109, 0.8772, -4.1554], [0.7514, 1.6632, -4.7139], [0.4053, 1.8895, -6.0165], [-0.8047, 1.1821, -6.1796], [-1.1689, 0.5724, -5.0690], [-0.5306, 4.5585, -0.6156], [-0.1689, 2.5889, 1.2572], [-0.5426, 3.1905, -2.9837], [-2.5320, -0.8589, -4.0723], [-4.0347, -2.4309, -2.3917], [-2.6111, -2.3947, -0.0504], [1.7354, -0.9067, -4.5417], [4.0101, -1.8636, -3.3672], [3.6073, -1.3708, -0.7010], [1.5980, 2.0069, -4.1410], [0.9386, 2.4732, -6.7460], [-1.4221, 1.0968, -7.0598], [-0.0395, -2.8264, 5.6538], [0.1502, -2.7363, 4.1503], [1.4701, -2.1827, 3.8205], [1.7168, -1.1092, 3.0946], [0.4345, -0.0460, 2.5609], [2.9695, -0.7861, 2.7948], [4.1590, -1.5683, 3.1305], [4.6447, -1.3502, 4.5579], [-1.0230, -3.2407, 5.8730], [0.0291, -1.8419, 6.1157], [0.7038, -3.4807, 6.1124], [-0.5952, -2.0930, 3.6935], [0.0761, -3.7195, 3.6833], [2.2610, -2.7400, 4.1100], [3.0816, 0.0944, 2.3174], [4.9317, -1.2754, 2.4224], [3.9446, -2.6215, 2.9327], [4.8097, -0.2902, 4.7475], [5.5877, -1.8741, 4.7094], [3.9344, -1.7172, 5.2999], [0.6827, -2.7374, 0.6474]]
}

{
  "formula": "C17H24Br42FNO3Si2",
  "method": "ωB97M-V with the def2-TZVPD basis set",
  "largest_force_ev_per_a": 1.8,
  "homo_lumo_gap_ev": 9.180,
  "molar_mass_g_mol": 3721.5,
  "charge": 0,
  "e_homo_ev": -9.70,
  "energy_ha": -109729.88783,
  "symbols": ["O", "N", "O", "C", "Si", "O", "Si", "C", "C", "F", "H", "H", "H", "H", "H", "H", "H", "H", "H", "H", "C", "Br", "Br", "Br", "H", "C", "Br", "Br", "Br", "H", "C", "Br", "Br", "Br", "H", "C", "Br", "Br", "Br", "H", "C", "Br", "Br", "Br", "H", "C", "Br", "Br", "Br", "H", "C", "Br", "Br", "Br", "H", "C", "Br", "Br", "Br", "H", "C", "Br", "Br", "Br", "H", "C", "Br", "Br", "Br", "H", "C", "Br", "Br", "Br", "H", "C", "Br", "Br", "Br", "H", "C", "Br", "Br", "Br", "H", "C", "Br", "Br", "Br", "H"],
  "coordinates": [[-3.1106, 0.1465, 3.7850], [-1.9722, -0.0032, 3.9007], [-1.7013, -1.1664, 4.6392], [-0.6273, -0.9406, 5.5550], [1.0730, -0.5443, 4.8135], [1.3305, 1.0820, 4.5808], [2.4685, 1.4917, 3.4175], [1.6440, 2.7294, 2.2414], [1.9356, 2.4702, 0.7697], [0.7131, 2.2872, 0.1240], [-0.5040, -1.8628, 6.0916], [-0.8766, -0.1790, 6.2798], [1.3649, -1.3125, 3.5903], [2.0493, -1.0025, 5.8314], [3.5886, 2.1661, 4.1056], [2.9443, 0.3367, 2.6314], [0.5867, 2.6325, 2.4191], [2.0054, 3.6993, 2.5349], [2.3550, 3.3743, 0.3569], [2.5479, 1.6045, 0.5833], [4.7473, 3.1584, -2.3440], [3.1569, 4.0274, -2.9932], [4.9126, 3.3381, -0.4332], [4.8310, 1.3131, -2.8870], [5.5921, 3.6609, -2.7865], [-1.7508, 3.8233, -0.1963], [-2.5571, 3.4804, -1.9094], [-1.8238, 5.6967, 0.2548], [-2.5124, 2.7127, 1.1764], [-0.7088, 3.5530, -0.2713], [7.5485, 3.4013, 2.4753], [9.1434, 4.1577, 3.2386], [7.4307, 1.5046, 2.7895], [5.9652, 4.3158, 3.0811], [7.6070, 3.5427, 1.4072], [-4.1578, -1.0505, -0.9740], [-3.2767, -0.8670, 0.7268], [-5.8078, -0.0636, -1.0260], [-2.9951, -0.5632, -2.4290], [-4.4054, -2.0954, -1.0958], [0.6465, 6.9522, 3.5931], [-0.4056, 5.3503, 3.4539], [1.8621, 6.8773, 5.0872], [1.5726, 7.3295, 1.9457], [-0.0324, 7.7700, 3.7735], [-5.7394, 4.9415, -3.9661], [-6.4090, 4.3443, -2.2621], [-4.9506, 6.6944, -3.8502], [-4.5264, 3.6599, -4.7443], [-6.5843, 5.0179, -4.6307], [-1.7616, -4.0951, 2.7090], [-2.6482, -5.5579, 3.5884], [0.1021, -3.9704, 3.1611], [-1.9397, -4.1689, 0.7928], [-2.2407, -3.1852, 3.0412], [-2.7139, -4.1642, -4.3959], [-4.1037, -3.0846, -5.1698], [-2.7576, -4.1136, -2.4691], [-2.7710, -5.9760, -5.0461], [-1.7685, -3.7450, -4.7020], [-6.7530, -5.6896, -0.5353], [-8.2574, -4.6879, -1.1947], [-6.7717, -5.8373, 1.3843], [-6.6107, -7.4085, -1.3871], [-5.8692, -5.1417, -0.8017], [2.3026, -2.6964, -0.3312], [3.8461, -2.0916, 0.6535], [2.0317, -4.5939, -0.1404], [0.7306, -1.6929, 0.1402], [2.4979, -2.5088, -1.3745], [-1.0364, 5.9510, -5.9908], [-2.3784, 7.0104, -6.8774], [-1.1622, 6.0862, -4.0747], [-1.0768, 4.1150, -6.5767], [-0.0777, 6.3515, -6.2773], [12.8304, 5.4367, 1.7255], [11.2899, 6.3754, 1.0560], [12.9570, 5.5734, 3.6425], [12.8490, 3.6019, 1.1424], [13.7031, 5.9141, 1.3106], [-3.1160, -9.1061, -0.6260], [-3.6426, -9.8200, 1.0834], [-2.3907, -7.3276, -0.4714], [-1.8785, -10.2484, -1.5568], [-4.0038, -9.0407, -1.2335], [-4.2759, -9.7739, -5.3354], [-5.5460, -9.9502, -6.7692], [-5.1073, -10.0376, -3.6185], [-2.7597, -10.9341, -5.5737], [-3.9093, -8.7603, -5.3565]]
}

{
  "formula": "C17H24BrCl4Cs2MgN5NaO14PS",
  "method": "ωB97M-V with the def2-TZVPD basis set",
  "e_above_lowest_kcal_mol": 0.0,
  "largest_force_ev_per_a": 14.0,
  "homo_lumo_gap_ev": 1.067,
  "molar_mass_g_mol": 1120.3,
  "charge": 0,
  "e_homo_ev": -6.81,
  "energy_ha": -7545.48860,
  "symbols": ["C", "C", "C", "C", "O", "C", "C", "C", "C", "N", "C", "C", "C", "P", "N", "O", "C", "O", "N", "C", "O", "O", "C", "O", "H", "H", "H", "H", "H", "H", "H", "H", "H", "H", "H", "H", "H", "H", "H", "H", "H", "H", "H", "H", "O", "H", "Cs", "C", "C", "N", "H", "H", "H", "Mg", "C", "Cl", "Cl", "Cl", "Cl", "Br", "O", "S", "O", "O", "O", "Na", "N", "O", "O", "O", "Cs"],
  "coordinates": [[-3.4569, 0.2779, 2.3038], [-2.6221, -1.0706, 2.2501], [-1.4380, -0.8420, 1.3746], [-0.1760, -0.9860, 1.9731], [-0.1486, -1.3475, 3.3069], [1.0186, -0.7566, 1.3171], [2.3804, -0.8787, 1.9083], [2.9581, 0.4821, 2.3096], [2.6389, 0.8483, 3.7478], [1.3821, 1.6577, 3.7743], [0.8721, -0.3978, -0.0035], [-0.3361, -0.2502, -0.6198], [-1.5593, -0.4789, 0.0473], [-3.1680, -0.2304, -1.0771], [-4.4812, -1.1875, -0.3977], [-3.6999, 1.2795, -0.7681], [-0.0439, 0.0986, -2.0661], [-0.7566, 0.0362, -3.0206], [1.3440, 0.4344, -2.1388], [1.5513, 1.8433, -2.4068], [1.8004, 2.4566, -1.1504], [1.4092, 3.8420, -1.3442], [1.9499, -0.1291, -0.9700], [3.1174, -0.4044, -0.9020], [-3.5831, 0.5976, 3.3254], [-2.9467, 1.0230, 1.7201], [-4.4655, 0.2189, 1.8962], [-3.2334, -1.9181, 1.8418], [-2.3459, -1.3247, 3.2554], [-0.1196, -2.3027, 3.3960], [2.3183, -1.5038, 2.7858], [3.0273, -1.3826, 1.2107], [4.0343, 0.4244, 2.2123], [2.6468, 1.2719, 1.6359], [2.5024, -0.0555, 4.3304], [3.4612, 1.4202, 4.2140], [0.8606, 1.3318, 2.9699], [1.6809, 2.6033, 3.5476], [-5.2769, -0.5682, -0.2571], [-4.7842, -1.7958, -1.1583], [-2.8771, 1.8749, -0.7588], [2.3592, 2.0251, -3.0994], [0.6466, 2.2688, -2.8159], [1.9897, 4.2865, -0.7153], [-1.9267, 4.9360, 0.0430], [-1.3947, 4.4498, -0.5878], [-0.3501, 1.7579, 5.1956], [2.7130, -2.0364, -4.2957], [3.6461, -2.2033, -5.3921], [4.4193, -2.3518, -6.2247], [3.2287, -1.6576, -3.4141], [1.9198, -1.3387, -4.5602], [2.2576, -2.9910, -4.0377], [-1.1511, 2.1200, -0.3692], [-3.7729, -3.3976, -4.4955], [-2.9061, -4.8801, -4.8612], [-2.6542, -2.0746, -4.2732], [-4.9188, -3.0305, -5.7734], [-4.6965, -3.6574, -2.9710], [5.1081, 2.4472, 5.0388], [7.4389, -3.8932, -4.2914], [6.6471, -3.5385, -3.1158], [7.3096, -4.1356, -1.9566], [5.2763, -4.0416, -3.1891], [6.5871, -2.0798, -3.0202], [-1.8936, 6.0353, -1.7155], [-5.6463, 3.7825, 4.9590], [-4.7842, 2.8876, 4.7299], [-5.2776, 4.9502, 5.1473], [-6.8489, 3.4715, 4.9891], [-4.7605, -2.3223, 1.4566]]
}

{
  "formula": "C17H24BrClFN2O2",
  "method": "ωB97M-V with the def2-TZVPD basis set",
  "e_above_lowest_kcal_mol": 51.3,
  "largest_force_ev_per_a": 3.4,
  "homo_lumo_gap_ev": 6.995,
  "molar_mass_g_mol": 422.7,
  "charge": 1,
  "e_homo_ev": -10.22,
  "energy_ha": -4055.82022,
  "symbols": ["Cl", "C", "N", "C", "C", "N", "F", "C", "C", "C", "C", "H", "H", "H", "H", "H", "H", "H", "H", "H", "H", "H", "H", "H", "H", "C", "C", "O", "C", "C", "C", "C", "C", "C", "Br", "C", "C", "O", "H", "H", "H", "H", "H", "H", "H", "H", "H", "H"],
  "coordinates": [[-2.6061, 11.7166, -3.6590], [-1.3126, 11.1720, -4.7915], [-0.2822, 10.3994, -4.0842], [0.4387, 11.2257, -2.9852], [1.5130, 10.3676, -2.3482], [1.4696, 9.0983, -3.0353], [3.4636, 7.8304, -1.4679], [1.8701, 9.1575, -4.4156], [0.7874, 9.9658, -5.1129], [0.2713, 8.3474, -2.7702], [-0.8558, 9.1158, -3.4306], [-1.7687, 10.5212, -5.5459], [-0.8413, 12.0594, -5.2269], [0.8719, 12.1059, -3.4740], [-0.3287, 11.5230, -2.2662], [2.5221, 10.7992, -2.4481], [1.3294, 10.1968, -1.2745], [2.8649, 9.6300, -4.4711], [1.9600, 8.1312, -4.8047], [0.2844, 9.3595, -5.8731], [1.2074, 10.8765, -5.5504], [0.3864, 7.3258, -3.1665], [0.1405, 8.2693, -1.6772], [-1.6041, 9.4427, -2.7054], [-1.3208, 8.5238, -4.2274], [7.2020, 6.6364, -5.0058], [7.1296, 6.2078, -3.5693], [5.8282, 6.5919, -3.0654], [5.7425, 6.1503, -1.7864], [4.4715, 6.3900, -1.1820], [4.0798, 6.2216, 0.1445], [4.8807, 5.3838, 0.9482], [4.5024, 5.0879, 2.2183], [3.3424, 5.6211, 2.7663], [2.8828, 5.2056, 4.5392], [2.5293, 6.4704, 1.9929], [2.8803, 6.7650, 0.6839], [6.6719, 5.5398, -1.2520], [8.2127, 6.4613, -5.3701], [6.5167, 6.0485, -5.6193], [6.9711, 7.6970, -5.1172], [7.2291, 5.1240, -3.4730], [7.8884, 6.7063, -2.9607], [3.6082, 6.9191, -2.0524], [5.8065, 5.0041, 0.4683], [5.1601, 4.4034, 2.7999], [1.6187, 6.8858, 2.4294], [2.2586, 7.4279, 0.0821]]
}